Entry from OMol25: one molecule with the formula CH4FNOP2 (ωB97M-V with the def2-TZVPD basis set).

CARTESIAN COORDINATES (ANGSTROEM)
P 2.225 1.538 -0.230
P 0.463 -0.096 -1.931
F 2.209 3.184 -0.276
O 0.012 -0.497 -0.452
N 1.660 1.384 -1.811
C -0.776 -1.657 -0.181
H -1.477 -1.785 -1.055
H 3.569 1.556 -0.659
H -0.067 -2.442 -0.052
H -1.208 -1.412 0.740

DFT total energy (eV): -25932.9267